Computed, not measured: a structure of composition C8H26As2F12N3O2 in a non-equilibrium geometry, with ωB97M-V with the def2-TZVPD basis set.

Geometry as XYZ:
```
53
C8H26As2F12N3O2 (ωB97M-V with the def2-TZVPD basis set)
N -1.1766 0.6999 -0.8546
H -2.1893 0.8728 -0.8990
H -1.1088 -0.3262 -1.0357
H -0.7168 0.8295 0.0775
H -0.6254 1.2445 -1.5403
As -4.1044 1.0892 -2.9554
F -3.7977 0.0351 -1.5531
F -5.4693 1.6990 -2.1043
F -4.3355 2.1294 -4.3376
F -2.6675 0.4844 -3.7607
F -5.0350 -0.1419 -3.7071
F -3.1113 2.2951 -2.1612
As 1.8297 2.7598 -2.2943
F 2.8273 1.5530 -1.4648
F 2.5995 2.4071 -3.8235
F 0.8516 3.9872 -3.0773
F 1.0290 3.1286 -0.7537
F 3.0290 4.0060 -1.9596
F 0.6322 1.5120 -2.6029
C -0.1211 2.6151 2.6227
C 0.7074 1.5021 2.0751
C 1.7340 1.0190 3.1335
O 2.7287 2.0113 3.3305
C 3.9564 1.7312 2.7068
N -0.1425 0.3387 1.7198
H 0.5490 3.4481 2.8647
H -0.6828 2.5062 3.5513
H -0.7374 3.0387 1.8257
H 1.3533 1.7341 1.2241
H 2.2553 0.0803 2.9022
H 1.2613 0.7952 4.0996
H 4.6364 2.5819 2.7237
H 3.7803 1.3449 1.7005
H 4.5459 0.9979 3.2797
H -0.6283 0.2388 2.6201
H 0.3508 -0.5556 1.7496
C -2.3255 -3.9155 -0.5202
C -1.3051 -2.8889 -0.1880
C 0.0105 -3.6170 0.2482
O 0.9177 -2.6283 0.6426
C 2.2772 -2.9903 0.5651
N -0.9832 -2.0837 -1.4175
H -3.2265 -3.4268 -0.9020
H -2.6853 -4.4685 0.3533
H -1.9958 -4.6707 -1.2386
H -1.6078 -2.2695 0.6606
H 0.3166 -4.2080 -0.6278
H -0.2158 -4.4222 0.9607
H 2.9133 -2.1581 0.8599
H 2.5434 -3.2800 -0.4569
H 2.4865 -3.8398 1.2252
H 0.0337 -2.0519 -1.3428
H -1.1610 -2.7735 -2.1436
```

Output
Kohn-Sham gap: 9.77 eV
energy above the lowest of the compared OMol25 structures with the same formula, charge and spin: 0.820 eV
LUMO energy: 2.11 eV
electronic energy: -6305.43437 a.u.
total charge: -1

---

Computed, not measured: a cluster of 40 separate species, H80O40 in total in a non-equilibrium geometry, with ωB97M-V with the def2-TZVPD basis set.

Geometry as XYZ:
```
120
H80O40 (ωB97M-V with the def2-TZVPD basis set)
H 1.7932 0.0682 -2.3187
H 0.9152 -1.0388 -1.5228
O 0.8519 -0.1045 -1.9116
H 1.4524 1.3720 -5.8021
H 2.0348 1.9789 -4.4528
O 1.7021 1.1778 -4.8826
H -3.7276 -1.0955 3.2136
H -2.9037 -0.0839 2.9059
O -3.7694 -0.1904 3.4248
H 4.7331 -1.4984 -0.0878
H 3.3444 -1.3344 -0.2164
O 3.9436 -1.5403 0.5529
H 0.7473 -2.8051 -5.3066
H 0.8815 -1.3009 -4.8084
O 0.2948 -2.0674 -4.8786
H -5.4233 -1.1657 -2.4993
O -4.5845 -1.8228 -2.5616
H 4.1805 -3.3078 4.4452
O 3.9209 -2.9066 3.6785
H -4.2907 1.2235 5.0605
H -3.0759 2.2114 5.1070
O -3.4921 1.3981 5.5497
H 1.5501 4.7034 -2.0099
H 1.3569 3.0394 -2.1228
O 1.4731 3.8182 -2.6222
H -0.7398 -2.7681 -3.1654
H -1.8442 -2.0721 -3.1159
O -1.4684 -2.8287 -2.6919
H 2.3919 -3.3588 -0.0879
H 2.1327 -4.7289 -0.2848
O 2.7467 -4.0610 -0.5695
H -1.6933 -0.0326 -6.6622
O -2.6446 0.3160 -6.3351
H 4.8518 0.3116 3.4494
H 4.3721 0.6091 2.0996
O 4.8277 0.0854 2.6028
H 1.9014 2.1379 4.6139
H 0.5976 1.9632 4.9673
O 1.0765 2.5463 4.5324
H -3.0931 -4.6165 0.1849
H -1.9704 -3.8610 -1.0468
O -2.0542 -4.3566 -0.1195
H -0.2326 -4.6767 4.1678
H -0.0322 -3.3555 3.3958
O -0.6379 -4.0444 3.7121
H 1.4339 1.3961 3.2262
H 0.6459 0.5404 2.1406
O 1.4781 0.5714 2.6978
H 0.5117 -0.9614 3.9287
H 1.6303 -1.6782 3.8325
O 0.6416 -1.7969 3.4223
H 4.8891 2.3076 0.7056
O 5.3260 3.1293 0.6301
H -5.4130 2.9490 2.5553
H -4.7211 1.6769 2.7296
O -4.7855 2.3556 2.2357
H -5.0697 2.3461 -0.7709
O -5.9249 2.5386 -0.6934
H 1.7251 3.4357 2.7451
H 2.7959 2.9044 1.8475
O 2.4066 3.7553 2.2170
H 6.0957 0.6670 0.6977
H 7.0000 1.0590 -0.2996
O 6.8159 0.4197 0.3380
H -0.2540 2.9726 -1.9928
H -0.8877 1.5175 -2.0435
O -0.2812 2.1646 -1.4922
H -2.0494 -2.4065 0.3704
H -2.6554 -3.2976 1.2878
O -2.1984 -2.4802 1.3177
H -6.7445 0.8174 0.8449
H -6.5225 0.1961 -0.3720
O -6.4701 -0.0098 0.5453
H -2.8549 4.9425 0.7391
H -2.2227 6.3203 0.7894
O -2.2556 5.4078 1.1812
H 1.8841 0.4215 0.5328
H 3.0759 0.2032 1.2508
O 2.7219 0.8212 0.8245
H 1.3389 6.1718 -0.1695
H 1.5299 4.8172 -0.6331
O 1.9095 5.6532 -0.7227
H 1.7014 -4.9668 -3.2275
H 1.9649 -4.8435 -4.6201
O 1.8032 -4.3461 -3.8638
H 4.2291 -1.9147 -2.6699
H 4.8791 -3.1034 -1.8108
O 4.9138 -2.0364 -1.9308
H 2.9036 -1.4511 -4.5116
O 2.7862 -1.3076 -3.6017
H -0.5506 1.5985 0.5535
H -0.4394 2.7002 1.8341
O -0.5772 1.7371 1.5132
H 4.6840 3.6638 0.1558
H -4.0520 -1.3414 -3.2377
H -6.0068 3.1286 -1.3428
H 4.6549 -2.6469 2.8806
H -2.6455 1.1167 -5.8408
H 2.9532 -2.2112 -3.2102
O -0.5075 0.2840 4.9380
H -1.1289 0.3113 5.7196
H -0.8654 0.8092 4.1842
O 0.5251 -1.7042 0.0446
H 1.0100 -1.7857 0.9216
H -0.3490 -2.1420 0.4766
O -1.7468 3.9647 3.8751
H -1.5288 4.7504 3.2077
H -2.2901 3.6706 3.1588
O 0.4136 -5.2090 -2.1091
H 0.4689 -4.2488 -1.8555
H -0.4701 -5.4436 -2.1297
O -3.1576 0.3555 -2.6405
H -2.9614 0.1363 -3.4987
H -2.1012 0.2724 -2.3543
O -0.7177 3.0065 -3.8849
H -0.4438 2.0945 -3.9744
H 0.1034 3.5955 -4.1580
O -4.5106 -3.5992 0.4193
H -5.2990 -3.5554 0.9852
H -4.5867 -3.1242 -0.4200
```

Output
Kohn-Sham gap: 8.66 eV
energy above the lowest of the compared OMol25 structures with the same formula, charge and spin: 18.703 eV
LUMO energy: -0.65 eV
electronic energy: -3057.07002 a.u.

---

Computed, not measured: a structure of composition C40H34BrN3P2TeTl in a non-equilibrium geometry, with ωB97M-V with the def2-TZVPD basis set.

Geometry as XYZ:
```
82
C40H34BrN3P2TeTl (ωB97M-V with the def2-TZVPD basis set)
Tl 0.1774 -0.2636 -3.3896
Te -2.3829 1.7336 1.8541
C -1.4156 0.9703 3.5973
C -1.8918 -0.1555 4.2623
C -1.1699 -0.6747 5.3286
N -0.0370 -0.1416 5.7902
C 0.3923 0.9622 5.1756
C -0.2514 1.5459 4.0931
C -1.5143 0.6321 0.2954
P -2.6265 -0.2709 -0.7921
C -2.5364 -2.0125 -0.1654
C -2.4483 -3.0548 -1.0822
C -2.2726 -4.3709 -0.6568
C -2.1744 -4.6549 0.6964
C -2.2527 -3.6193 1.6263
C -2.4310 -2.3139 1.1950
C -4.3411 0.1859 -0.3135
C -5.2895 -0.6843 0.2121
C -6.6001 -0.2653 0.4324
C -6.9857 1.0302 0.1283
C -6.0495 1.9103 -0.4075
C -4.7518 1.4859 -0.6321
P -0.1729 1.3205 -0.6450
C -0.1215 3.1376 -0.3330
C 0.6648 3.7673 0.6248
C 0.5406 5.1326 0.8601
C -0.3737 5.8888 0.1419
C -1.1595 5.2733 -0.8259
C -1.0266 3.9128 -1.0600
C 1.3528 0.7810 0.2380
C 2.6038 1.0909 -0.3039
C 3.7729 0.6772 0.3182
C 3.7078 -0.0579 1.5004
C 2.4713 -0.3801 2.0413
C 1.3034 0.0322 1.4068
H -2.8151 -0.6293 3.9520
H -1.5178 -1.5689 5.8369
H 1.3097 1.3972 5.5599
H 0.1661 2.4295 3.6263
H -2.4899 -2.8257 -2.1423
H -2.1984 -5.1695 -1.3854
H -2.0263 -5.6748 1.0300
H -2.1650 -3.8336 2.6855
H -2.4632 -1.5008 1.9127
H -5.0103 -1.7012 0.4602
H -7.3202 -0.9614 0.8466
H -8.0041 1.3546 0.3043
H -6.3358 2.9255 -0.6555
H -4.0300 2.1752 -1.0619
H 1.3829 3.1898 1.1964
H 1.1565 5.6035 1.6172
H -0.4756 6.9500 0.3340
H -1.8727 5.8544 -1.3983
H -1.6439 3.4321 -1.8132
H 2.6600 1.6528 -1.2287
H 4.7330 0.9227 -0.1211
H 4.6188 -0.3783 1.9927
H 2.4087 -0.9582 2.9568
H 0.3331 -0.2418 1.8050
Br 6.9236 1.0765 -5.2834
C 5.1076 0.8608 -4.7539
C 4.4553 1.9021 -4.1159
C 3.1334 1.7133 -3.7118
C 2.4355 0.5160 -3.9033
C 3.1429 -0.4781 -4.5835
C 4.4629 -0.3349 -5.0130
H 4.9661 2.8402 -3.9382
H 2.6460 2.5562 -3.2248
H 2.6549 -1.4298 -4.8061
H 4.9742 -1.1293 -5.5428
C 4.0964 -4.1027 -0.4710
N 2.8768 -3.3782 -0.7703
C 1.7713 -3.2506 0.0452
C 0.9126 -2.4303 -0.6181
N 1.4691 -2.0539 -1.8228
C 2.6392 -2.6391 -1.8764
H 3.9348 -4.6994 0.4229
H 4.9242 -3.4177 -0.2901
H 4.3554 -4.7679 -1.2933
H 1.7130 -3.7278 1.0084
H -0.0604 -2.0793 -0.3009
H 3.3546 -2.5402 -2.6786
```

Output
Kohn-Sham gap: 6.29 eV
energy above the lowest of the compared OMol25 structures with the same formula, charge and spin: 0.092 eV
LUMO energy: 2.33 eV
electronic energy: -5406.15128 a.u.
total charge: -1

---

The lowest electronic energy belongs to which entry?
C8H26As2F12N3O2

---

The highest energy above the lowest of the compared OMol25 structures with the same formula, charge and spin belongs to which entry?
H80O40

---

Look up the electronic energy of the third one.
-5406.15128 a.u.